No. 1
Below is C25H17AsBrN2O2PdS2 as an isolated structure, with properties calculated with ωB97M-V/def2-TZVPD.

Computed properties:
ΔE to the lowest compared entry with this formula, charge and spin, eV: 0.0000
Charge: -1
2S+1: 3
Energy, Eh: -6957.04028
HOMO level (alpha / beta), eV: -4.41 / -4.74
HOMO-LUMO gap (alpha / beta), eV: 6.861 / 6.331

Last column: Mulliken spin population.
Geometry (Å):
Pd (0.34, -0.07, -0.01)  1.152
S (-0.61, 1.69, 1.30)  0.296
C (0.17, 1.71, 2.87)  -0.012
C (0.09, 2.86, 3.66)  -0.002
C (0.66, 2.91, 4.91)  -0.001
C (1.34, 1.81, 5.43)  0.013
C (1.44, 0.66, 4.66)  -0.001
C (0.86, 0.61, 3.40)  0.020
As (0.98, -0.93, 2.26)  0.053
C (2.25, -2.07, 3.20)  0.044
C (3.61, -1.78, 3.12)  0.015
C (4.53, -2.59, 3.77)  -0.002
C (4.11, -3.69, 4.50)  0.005
C (2.75, -3.99, 4.58)  -0.002
C (1.83, -3.18, 3.93)  0.006
C (-0.68, -1.87, 2.61)  0.001
C (-0.99, -2.97, 1.82)  0.013
C (-2.18, -3.66, 1.99)  -0.001
C (-3.09, -3.23, 2.96)  0.004
C (-2.79, -2.13, 3.74)  0.000
C (-1.59, -1.45, 3.57)  0.003
H (-0.42, 3.73, 3.26)  -0.005
H (0.59, 3.82, 5.50)  0.000
H (1.80, 1.86, 6.41)  0.001
H (1.98, -0.20, 5.05)  0.000
H (3.96, -0.92, 2.56)  0.000
H (5.59, -2.35, 3.71)  0.000
H (4.83, -4.32, 5.00)  0.001
H (2.41, -4.84, 5.14)  -0.001
H (0.77, -3.41, 3.99)  0.002
H (-0.29, -3.29, 1.05)  0.000
H (-2.41, -4.51, 1.37)  0.000
H (-4.02, -3.76, 3.09)  0.000
H (-3.50, -1.78, 4.48)  0.000
H (-1.37, -0.58, 4.18)  0.000
Br (2.72, -3.03, -0.16)  0.005
C (1.66, -2.72, -1.70)  0.002
C (1.94, -3.45, -2.85)  0.001
C (1.14, -3.24, -3.95)  0.000
C (0.10, -2.33, -3.87)  0.001
C (-0.08, -1.63, -2.69)  0.001
N (0.70, -1.82, -1.61)  0.035
C (-1.19, -0.57, -2.60)  0.007
O (-2.01, -0.58, -3.52)  0.010
O (-1.09, 0.25, -1.64)  0.055
H (2.76, -4.15, -2.85)  0.000
H (1.32, -3.79, -4.87)  0.000
H (-0.58, -2.13, -4.68)  0.001
S (2.39, 0.90, -0.91)  0.263
C (3.41, 0.95, 0.40)  -0.046
N (4.11, 0.99, 1.33)  0.066

---

No. 2
Below is one molecule with the formula C6H10 in a non-equilibrium geometry, with properties calculated with ωB97M-V/def2-TZVPD.

Computed properties:
ΔE to the lowest compared entry with this formula, charge and spin, eV: 1.9668
Charge: 0
2S+1: 1
Energy, Eh: -234.53023
HOMO level, eV: -8.56
HOMO-LUMO gap, eV: 9.722

Last column: Mulliken charge in e.
Geometry (Å):
C (-0.32, 1.25, -1.87)  -0.787
C (-0.99, 0.40, -1.12)  0.071
C (-1.00, 0.47, 0.40)  -0.917
C (0.11, -0.48, 0.78)  0.730
C (-0.09, -1.71, 0.30)  -0.993
C (1.47, -0.09, 1.23)  -1.166
H (0.17, 2.10, -1.41)  0.247
H (-0.21, 1.10, -2.94)  0.257
H (-1.53, -0.41, -1.61)  0.325
H (-1.99, 0.19, 0.79)  0.276
H (-0.78, 1.49, 0.71)  0.399
H (-1.07, -2.10, 0.51)  0.323
H (0.75, -2.33, 0.02)  0.298
H (1.40, 0.44, 2.19)  0.315
H (2.11, -0.97, 1.39)  0.346
H (1.95, 0.56, 0.49)  0.277

---

No. 3
Below is one molecule with the formula C4H10S2 in a non-equilibrium geometry, with properties calculated with ωB97M-V/def2-TZVPD.

Computed properties:
ΔE to the lowest compared entry with this formula, charge and spin, eV: 1.2352
Charge: 0
2S+1: 1
Energy, Eh: -954.73818
HOMO level, eV: -8.46
HOMO-LUMO gap, eV: 9.324

Last column: Mulliken charge in e.
Geometry (Å):
C (3.11, 0.50, -0.26)  -0.973
C (1.83, -0.04, -0.85)  -0.484
S (0.57, -0.21, 0.51)  -0.128
S (-0.82, 1.26, 0.45)  -0.109
C (-2.32, 0.35, 0.00)  -0.396
C (-2.56, -0.90, 0.90)  -1.098
H (3.98, 0.11, -0.83)  0.323
H (3.45, 0.00, 0.65)  0.331
H (2.99, 1.58, -0.20)  0.264
H (1.89, -1.04, -1.30)  0.344
H (1.56, 0.62, -1.68)  0.317
H (-3.17, 1.04, 0.00)  0.356
H (-2.34, -0.03, -1.02)  0.272
H (-3.56, -0.79, 1.32)  0.334
H (-2.20, -0.63, 1.91)  0.346
H (-2.40, -1.84, 0.39)  0.301

---

No. 4
Below is one molecule with the formula C5H8N4O2 in a non-equilibrium geometry, with properties calculated with ωB97M-V/def2-TZVPD.

Computed properties:
ΔE to the lowest compared entry with this formula, charge and spin, eV: 0.0000
Charge: 0
2S+1: 1
Energy, Eh: -564.88188
HOMO level, eV: -9.48
HOMO-LUMO gap, eV: 9.824

Last column: Mulliken charge in e.
Geometry (Å):
C (0.01, 2.12, -1.06)  -0.941
N (0.61, 1.10, -0.17)  0.051
C (1.55, 1.58, 0.87)  -1.004
C (-0.07, -0.11, -0.06)  0.593
N (-1.17, -0.23, -0.76)  -0.415
C (-1.82, -1.42, -0.70)  0.359
O (-2.77, -1.63, -1.43)  -0.663
N (-1.41, -2.45, 0.07)  -0.054
C (-0.22, -2.33, 0.71)  0.279
O (0.29, -3.26, 1.34)  -0.652
N (0.43, -1.12, 0.73)  -0.103
H (-0.23, 1.69, -2.05)  0.332
H (-0.96, 2.44, -0.64)  0.320
H (0.64, 3.00, -1.18)  0.370
H (1.65, 0.90, 1.72)  0.342
H (2.58, 1.63, 0.41)  0.308
H (1.25, 2.57, 1.24)  0.348
H (-1.71, -3.37, -0.19)  0.278
H (1.35, -1.13, 1.15)  0.251